The following is a quantum chemistry calculation of a structure of composition C23H32BFN6S2SiV at a distorted geometry, from OMol25.

Structure (XYZ):
```
67
Properties=species:S:1:pos:R:3:forces:R:3:nbo_charge:R:1
V 0.067 -0.050 0.858 -2.0523 0.8429 -0.5661 1.040
C 0.545 -3.484 -1.312 -0.1099 -0.0407 0.3357 -1.117
Si -0.473 -3.156 0.249 0.1758 -0.3258 0.1011 1.802
C -1.786 -4.516 0.381 0.0637 0.2391 -0.1032 -1.124
C 0.614 -3.332 1.803 -0.0258 -0.0808 -0.3193 -1.102
N -1.110 -1.551 0.245 0.0128 -0.2539 0.2119 -1.230
C -2.449 -1.252 0.146 -0.4633 0.0217 -0.1763 0.196
C -3.391 -1.906 -0.669 0.2255 0.0763 0.0478 -0.276
C -4.726 -1.531 -0.681 -0.1481 -0.0272 -0.0535 -0.212
C -5.190 -0.488 0.107 -0.0005 0.0099 -0.0231 -0.250
C -4.289 0.202 0.909 0.0343 0.0344 0.0464 -0.244
C -2.976 -0.194 0.896 0.0613 -0.0573 -0.0183 0.285
F -2.067 0.467 1.690 -0.1725 -0.0275 -0.1700 -0.328
H 1.035 -4.460 -1.251 0.0020 -0.0092 -0.0334 0.233
H 1.319 -2.729 -1.450 -0.0038 -0.0240 -0.0116 0.228
H -0.095 -3.483 -2.197 -0.0167 0.0116 0.0097 0.230
H -1.347 -5.404 0.840 0.0446 0.0132 -0.0090 0.235
H -2.180 -4.811 -0.593 -0.0365 0.0162 0.0181 0.229
H -2.626 -4.197 1.001 -0.0004 -0.0191 0.0076 0.243
H 0.439 -4.294 2.290 -0.0008 -0.0009 -0.0028 0.239
H 0.372 -2.551 2.529 0.0013 -0.0192 0.0306 0.219
H 1.680 -3.270 1.574 0.0078 0.0344 0.0283 0.230
H -3.046 -2.720 -1.297 -0.0418 0.0042 -0.0060 0.211
H -5.420 -2.066 -1.318 0.0279 -0.0097 0.0103 0.211
H -6.233 -0.205 0.097 0.0083 -0.0014 -0.0134 0.214
H -4.590 1.030 1.538 0.0260 0.0018 -0.0022 0.236
C -1.680 0.031 -3.146 0.0295 -0.1044 -0.0678 -0.400
N -2.111 1.128 -2.307 0.1539 0.1812 0.4453 -0.347
C -3.340 1.742 -2.307 -0.1113 -0.0403 -0.0135 -0.078
C -3.291 2.699 -1.356 -0.1162 0.1660 -0.0142 -0.044
N -2.046 2.689 -0.772 0.1747 -0.2691 -0.0152 -0.468
B -1.725 3.626 0.475 0.0122 -0.1692 0.0237 0.186
N -0.196 3.856 0.562 0.1035 -0.0355 0.0073 -0.502
C 0.450 4.798 -0.204 0.0184 0.0531 -0.1233 -0.040
C 1.780 4.645 -0.046 0.0473 0.0769 -0.0173 -0.082
N 1.952 3.606 0.844 -0.3193 -0.1197 -0.0689 -0.357
C 3.219 2.992 1.170 0.1423 -0.0386 -0.0454 -0.411
C 0.732 3.117 1.188 0.2423 0.4227 -0.0414 0.345
S 0.527 1.856 2.323 0.0186 -0.0168 0.8822 -0.277
C -1.333 1.711 -1.352 -0.3338 0.2443 -0.5834 0.276
S 0.315 1.256 -1.148 -0.0831 -0.0620 0.0167 -0.274
H -2.540 -0.361 -3.684 -0.0306 0.0448 0.0255 0.212
H -1.250 -0.751 -2.523 -0.0199 -0.0306 0.0269 0.237
H -0.921 0.367 -3.852 -0.0298 0.0050 -0.0098 0.214
H -4.139 1.437 -2.958 0.0264 -0.0307 -0.0097 0.227
H -4.041 3.405 -1.047 0.0144 -0.0348 0.0270 0.232
H -2.243 4.687 0.245 -0.0922 0.0821 -0.0401 -0.053
H -2.137 3.092 1.462 -0.0036 0.0172 0.0931 -0.023
H -0.101 5.504 -0.799 -0.0058 -0.0203 0.0197 0.232
H 2.610 5.189 -0.462 0.0037 -0.0309 0.0166 0.223
H 3.971 3.762 1.334 -0.0377 0.0195 0.0112 0.208
H 3.541 2.341 0.353 -0.0148 -0.0063 0.0182 0.208
H 3.095 2.392 2.066 0.0053 0.0247 0.0336 0.246
C 6.215 -0.887 0.711 -0.0541 -0.0113 0.0225 -0.636
C 4.716 -0.822 0.698 -0.1856 0.0388 -0.0299 0.025
C 3.960 -0.778 1.866 0.1626 -0.1005 -0.0513 -0.247
C 2.588 -0.674 1.802 0.0762 0.1447 0.0207 0.024
N 1.887 -0.569 0.648 2.5227 -0.8034 -0.0752 -0.560
C 2.624 -0.674 -0.487 -0.0401 -0.0404 0.0366 0.000
C 3.996 -0.793 -0.495 0.1368 -0.1003 0.1316 -0.245
H 6.594 -0.962 1.729 0.0237 -0.0129 -0.0179 0.219
H 6.638 0.010 0.254 0.0301 -0.0237 0.0008 0.225
H 6.571 -1.748 0.142 0.0252 0.0162 0.0104 0.226
H 4.441 -0.837 2.834 -0.0332 0.0310 0.0109 0.223
H 2.004 -0.637 2.713 0.0498 0.0346 0.0262 0.205
H 2.078 -0.635 -1.417 -0.0733 0.0596 0.0055 0.229
H 4.514 -0.861 -1.444 -0.0545 0.0301 -0.0271 0.222
```
Positions in Å, forces in eV/Å.

Properties
Gap between HOMO and LUMO (alpha / beta) in Eh: 0.244 / 0.214
Calculated total energy in eV: -91944.561
Lowest unoccupied orbital energy (alpha / beta) in eV: 0.35 / 0.20
HOMO energy (alpha / beta) in eV: -6.29 / -5.62
2S+1: 2
Expectation value of S²: 1.004